{
  "formula": "C5H10O2",
  "method": "wB97M-V/def2-TZVPD",
  "homo_ev": -9.041,
  "e_tot_ev": -9440.527,
  "max_force_ev_per_a": 1.22,
  "e_above_lowest_kj_mol": 242.8,
  "symbols": ["C", "C", "C", "O", "C", "C", "H", "H", "H", "H", "H", "H", "H", "H", "H", "H", "O"],
  "coordinates": [[2.184, 0.928, -0.297], [0.710, 0.903, -0.516], [-0.021, -0.199, -0.648], [0.572, -1.427, -0.823], [-1.443, -0.298, -0.300], [-2.472, 0.439, -0.669], [2.511, -0.001, 0.177], [2.756, 0.951, -1.227], [2.509, 1.803, 0.251], [0.173, 1.809, -0.260], [1.025, -1.524, -1.669], [-1.553, -1.160, 0.349], [-2.367, 1.144, -1.472], [-3.470, 0.255, -0.296], [-0.697, -0.677, 2.471], [0.374, 0.092, 1.793], [0.150, -0.265, 2.665]],
  "atomic_forces_ev_per_a": [[0.6, -0.5, -1.0], [-0.2, 0.6, 0.9], [0.2, 0.3, -0.3], [0.0, -0.7, 0.1], [0.3, -0.7, 0.1], [-0.1, -0.2, -0.4], [0.0, 0.2, 0.3], [0.0, 0.1, -0.2], [-0.1, 0.0, 0.3], [-0.1, 0.0, -0.2], [-0.1, 0.3, 0.2], [-0.4, 0.0, 0.2], [0.0, 0.5, 0.0], [0.1, 0.0, 0.1], [-0.1, -0.1, 0.3], [0.2, 0.1, 0.2], [-0.1, 0.1, -0.4]],
  "nbo_charge": [-0.662, -0.249, 0.248, -0.715, -0.233, -0.375, 0.230, 0.217, 0.226, 0.214, 0.494, 0.203, 0.198, 0.206, 0.462, 0.469, -0.932]
}